1.
DFT (ωB97M-V with the def2-TZVPD basis set) results for 2 unconnected molecules or ions with the total composition H4O2 at a distorted geometry.

Last column: natural (NBO) charge in e.
Element x y z (Å)
O  0.537  0.763  -1.956  -0.94
H  0.309  0.577  -1.007  0.47
H  0.681  -0.103  -2.399  0.47
O  -0.631  -0.664  1.867  -0.95
H  -0.314  -1.180  2.625  0.48
H  0.075  -0.089  1.496  0.47

Results
- E_LUMO (eV) = 0.549
- energy relative to the best compared isomer or geometry (same formula, charge and spin) (kcal/mol) = 7.4
- gap between HOMO and LUMO (eV) = 12.159
- net charge = 0
- SMILES = O.O


2.
DFT (ωB97M-V with the def2-TZVPD basis set) results for a molecular structure, C6H14In2Li3O18P2 at a distorted geometry.

Last column: natural (NBO) charge in e.
Element x y z (Å)
Li  16.466  31.532  0.815  0.99
Li  12.536  32.371  0.463  0.97
Li  12.728  25.656  0.593  0.98
In  8.319  28.492  -0.270  0.98
In  12.653  29.833  4.998  0.98
C  7.571  28.858  6.671  -0.05
C  6.438  28.936  7.490  0.30
C  5.084  28.700  6.910  0.30
O  4.014  28.672  7.609  -0.39
C  4.874  28.340  5.600  -0.06
C  5.990  28.162  4.672  0.36
C  7.427  28.584  5.212  0.37
O  8.374  28.753  4.384  -0.48
O  6.000  27.761  3.466  -0.47
O  6.634  29.330  8.718  -0.39
H  8.515  28.948  7.189  0.25
H  3.855  28.217  5.264  0.27
P  13.023  28.986  0.447  2.50
O  12.207  28.075  -0.548  -1.27
O  11.864  29.796  1.133  -1.20
O  14.033  29.991  -0.042  -1.30
O  13.578  28.162  1.596  -1.26
P  14.656  33.531  2.971  2.37
O  13.110  33.263  3.022  -1.04
O  15.161  34.741  3.918  -0.74
O  14.980  33.690  1.400  -1.07
O  15.444  32.202  3.452  -0.89
O  9.353  32.902  3.698  -0.94
H  10.235  33.185  3.458  0.48
H  8.902  32.787  2.861  0.46
O  14.841  24.822  -0.789  -0.98
H  15.127  24.950  -1.694  0.50
H  15.566  25.152  -0.259  0.49
O  10.454  30.826  -3.291  -0.95
H  10.245  31.708  -3.598  0.47
H  11.408  30.822  -3.205  0.49
O  17.254  27.215  1.211  -0.95
H  17.763  27.967  1.512  0.46
H  16.344  27.455  1.385  0.49
O  13.318  27.104  -3.820  -0.96
H  13.026  27.053  -2.910  0.48
H  13.504  28.032  -3.961  0.48
O  14.253  30.555  -3.627  -0.96
H  14.943  31.138  -3.944  0.47
H  14.391  30.512  -2.680  0.49

Results
- E_LUMO (eV) = -7.343
- gap between HOMO and LUMO (eV) = 1.739
- net charge = +1


3.
DFT (ωB97M-V with the def2-TZVPD basis set) results for 10 unconnected molecules or ions with the total composition C17H52F6N10O9P at a distorted geometry.

Last column: Löwdin charge in e.
Element x y z (Å)
P  -0.051  0.281  -0.870  0.19
F  0.543  -0.666  0.280  -0.14
F  -0.100  1.525  0.200  -0.19
F  1.466  0.802  -1.216  -0.17
F  -0.631  1.297  -2.019  -0.16
F  0.048  -0.879  -1.953  -0.11
F  -1.553  -0.104  -0.485  -0.12
C  2.390  4.276  0.385  -0.67
O  2.858  5.394  0.479  0.02
N  3.034  3.164  0.923  0.14
N  1.212  3.957  -0.240  0.16
H  3.819  3.437  1.485  0.10
H  2.492  2.331  1.094  0.06
H  1.098  3.005  -0.545  0.05
H  0.509  4.630  -0.471  0.11
C  4.019  -0.143  2.834  -0.66
O  3.544  -0.414  3.922  0.03
N  3.260  0.073  1.712  0.17
N  5.370  0.013  2.612  0.15
H  3.716  0.081  0.813  0.05
H  2.301  -0.226  1.770  0.08
H  6.025  -0.178  3.345  0.09
H  5.716  0.475  1.789  0.07
C  -2.473  3.541  2.304  -0.67
O  -3.373  4.181  2.822  0.01
N  -2.621  2.692  1.244  0.17
N  -1.179  3.545  2.809  0.14
H  -1.755  2.309  0.897  0.05
H  -3.443  2.583  0.684  0.10
H  -1.083  4.071  3.659  0.09
H  -0.399  3.590  2.173  0.07
C  5.581  0.644  -1.213  -0.68
O  6.435  -0.152  -1.562  0.02
N  4.241  0.397  -1.328  0.16
N  5.881  1.838  -0.606  0.15
H  3.581  1.146  -1.195  0.07
H  3.980  -0.392  -1.889  0.07
H  5.179  2.496  -0.313  0.07
H  6.841  2.085  -0.460  0.10
C  -1.929  -3.323  1.938  -0.69
O  -3.051  -2.877  2.106  0.02
N  -1.169  -3.003  0.829  0.16
N  -1.356  -4.229  2.794  0.15
H  -1.294  -2.060  0.499  0.06
H  -0.234  -3.374  0.810  0.08
H  -0.391  -4.477  2.696  0.09
H  -1.922  -4.475  3.584  0.10
C  -0.080  -1.102  3.981  -0.06
C  0.249  -0.435  5.291  -0.50
C  -0.828  0.586  5.645  -0.07
O  0.305  -1.443  6.291  -0.05
H  -0.031  -0.420  3.132  0.08
H  -1.129  -1.423  4.013  0.08
H  0.513  -1.999  3.812  0.08
H  1.181  0.132  5.204  0.12
H  -0.592  1.186  6.527  0.07
H  -1.811  0.136  5.793  0.08
H  -0.935  1.289  4.810  0.07
H  0.666  -1.106  7.114  0.08
C  2.384  -4.544  -1.374  -0.07
C  3.068  -3.229  -1.627  -0.47
C  2.746  -2.664  -3.015  -0.05
O  2.718  -2.291  -0.583  -0.08
H  1.298  -4.427  -1.449  0.08
H  2.637  -5.071  -0.459  0.08
H  2.627  -5.222  -2.206  0.08
H  4.157  -3.298  -1.556  0.13
H  2.752  -1.573  -3.004  0.06
H  1.758  -3.012  -3.323  0.08
H  3.494  -2.922  -3.766  0.08
H  2.004  -1.741  -0.921  0.02
C  -6.170  -0.866  -0.452  -0.06
C  -4.968  -0.456  -1.270  -0.49
C  -4.203  -1.672  -1.775  -0.06
O  -5.421  0.335  -2.395  -0.08
H  -6.846  -1.488  -1.042  0.08
H  -6.709  0.023  -0.120  0.08
H  -5.865  -1.441  0.423  0.08
H  -4.310  0.186  -0.675  0.12
H  -4.836  -2.240  -2.456  0.08
H  -4.012  -2.344  -0.927  0.07
H  -3.223  -1.413  -2.169  0.06
H  -4.639  0.853  -2.624  0.04
C  -1.619  1.062  -5.611  -0.06
C  -2.767  1.741  -4.883  -0.49
C  -4.107  1.472  -5.529  -0.05
O  -2.851  1.268  -3.548  -0.07
H  -1.664  1.219  -6.694  0.07
H  -1.611  -0.023  -5.465  0.09
H  -0.631  1.401  -5.290  0.07
H  -2.521  2.812  -4.837  0.13
H  -4.172  1.744  -6.581  0.08
H  -4.902  1.935  -4.947  0.08
H  -4.240  0.386  -5.493  0.09
H  -1.997  1.216  -3.097  0.05

Results
- E_LUMO (eV) = 2.333
- energy relative to the best compared isomer or geometry (same formula, charge and spin) (kcal/mol) = 0.0
- gap between HOMO and LUMO (eV) = 9.745
- net charge = -1


4.
DFT (ωB97M-V with the def2-TZVPD basis set) results for a gas-phase ion, C6H13N2 (charge +1) at a distorted geometry.

Last column: natural (NBO) charge in e.
Element x y z (Å)
C  -2.877  0.716  -1.391  -0.59
C  -2.108  -0.609  -1.171  -0.26
C  -1.359  -0.725  -0.146  0.46
N  -0.798  -0.696  0.949  -0.57
C  0.490  0.320  1.418  0.06
N  1.550  0.164  0.754  -0.39
C  2.181  -1.164  0.689  -0.40
C  1.777  1.070  -0.330  -0.43
H  -2.958  1.172  -0.389  0.23
H  -2.150  1.397  -1.996  0.25
H  -3.731  0.374  -1.923  0.25
H  -1.934  -1.244  -1.927  0.26
H  -1.110  -1.454  1.592  0.43
H  0.526  -0.091  2.385  0.19
H  -0.056  1.257  1.365  0.22
H  1.956  -1.691  1.564  0.21
H  1.784  -1.607  -0.247  0.20
H  3.186  -1.055  0.695  0.22
H  2.871  1.040  -0.424  0.23
H  1.342  0.665  -1.336  0.19
H  1.418  2.162  -0.132  0.23

Results
- E_LUMO (eV) = -3.625
- energy relative to the best compared isomer or geometry (same formula, charge and spin) (kcal/mol) = 88.8
- gap between HOMO and LUMO (eV) = 9.552
- net charge = +1
- SMILES = CC=C=[NH+]CN(C)C


The lowest E_LUMO belongs to which entry?
C6H14In2Li3O18P2


Which formula does entry 4 have?
C6H13N2